Record 1
The following is a DFT calculation (ωB97M-V with the def2-TZVPD basis set) of a 11-piece molecular cluster, C29H80N4O11 overall at a distorted geometry.

CARTESIAN COORDINATES (ANGSTROEM)
N 0.64 0.82 -0.13
C -0.13 -0.18 0.14
N -0.95 -0.04 1.20
O -0.11 -1.40 -0.53
H 1.50 0.76 -0.67
H 0.31 1.64 0.33
H -1.58 -0.76 1.39
H -1.03 0.81 1.76
N 0.19 1.14 3.83
C 0.04 2.26 3.17
N -1.19 2.43 2.74
O 1.00 3.18 2.93
H 1.17 0.86 4.04
H -0.47 0.40 3.97
H -1.40 3.29 2.31
H -1.97 1.94 3.14
C 0.51 2.44 -5.96
C 1.90 2.02 -5.48
C 2.33 2.05 -3.94
O 2.09 0.84 -5.81
H 0.22 3.48 -5.72
H -0.25 1.81 -5.49
H 0.41 2.29 -7.06
H 2.65 2.63 -6.02
H 1.50 1.62 -3.29
H 2.31 3.14 -3.66
H 3.25 1.63 -3.75
H 2.97 0.67 -5.51
C -0.06 -0.91 -3.69
C 1.08 -1.91 -3.44
C 2.27 -1.18 -2.92
O 0.79 -2.81 -2.59
H -0.60 -0.62 -2.78
H -0.84 -1.29 -4.37
H 0.20 0.08 -4.06
H 1.30 -2.32 -4.41
H 3.14 -1.82 -2.69
H 1.94 -0.64 -2.04
H 2.69 -0.42 -3.57
H 0.44 -2.33 -1.83
C 1.56 4.09 -0.30
C 2.62 4.43 0.76
C 3.74 5.17 0.09
O 2.32 5.17 1.69
H 2.05 3.71 -1.23
H 0.84 4.88 -0.52
H 1.00 3.27 0.01
H 3.01 3.54 1.23
H 3.55 5.96 -0.60
H 4.29 4.48 -0.49
H 4.45 5.53 0.85
H 1.70 4.61 2.18
C -0.67 -1.92 5.98
C -1.65 -1.84 4.88
C -3.07 -1.91 5.30
O -1.64 -0.78 4.28
H -0.39 -2.98 6.04
H -1.04 -1.60 6.98
H 0.16 -1.22 5.72
H -1.45 -2.67 4.13
H -3.81 -2.02 4.44
H -3.38 -1.13 5.99
H -3.15 -2.90 5.80
H -2.27 -0.92 3.59
C 1.15 -1.86 2.62
C 1.24 -3.29 2.03
C 2.63 -3.85 1.98
O 0.48 -4.17 2.47
H 0.07 -1.64 2.77
H 1.50 -1.08 1.94
H 1.53 -1.72 3.59
H 0.99 -3.07 0.96
H 3.37 -3.10 1.71
H 2.71 -4.69 1.38
H 2.90 -4.35 2.89
H 0.76 -4.34 3.35
C -2.70 -4.76 -2.59
C -2.62 -3.65 -1.60
C -2.81 -2.27 -2.27
O -3.39 -3.77 -0.63
H -2.18 -5.57 -2.14
H -2.44 -4.52 -3.60
H -3.83 -5.07 -2.61
H -1.60 -3.63 -1.19
H -2.68 -1.42 -1.59
H -3.74 -2.27 -2.88
H -2.03 -2.17 -3.07
H -3.13 -4.56 -0.13
C -5.12 -2.33 1.51
C -3.86 -1.45 1.49
C -4.01 -0.12 2.25
O -2.79 -1.99 1.89
H -4.94 -3.34 1.27
H -5.91 -1.93 0.90
H -5.54 -2.29 2.43
H -3.62 -1.17 0.47
H -4.95 0.34 2.05
H -3.28 0.70 2.03
H -4.00 -0.28 3.33
H -2.67 -2.74 1.37
C 4.05 -0.59 -0.26
C 3.89 0.90 -0.20
C 5.08 1.68 0.37
O 3.45 1.31 -1.27
H 3.08 -1.06 -0.26
H 4.43 -1.10 0.62
H 4.71 -0.87 -1.12
H 3.09 1.14 0.58
H 5.93 1.64 -0.27
H 5.45 1.36 1.32
H 4.91 2.74 0.60
H 4.20 1.33 -1.84
C -1.22 2.20 -2.49
C -2.34 2.87 -1.67
C -2.76 2.02 -0.48
O -2.07 4.04 -1.20
H -1.03 2.77 -3.34
H -1.49 1.25 -2.92
H -0.35 2.21 -1.95
H -3.18 2.80 -2.39
H -3.67 2.36 -0.09
H -2.05 2.15 0.29
H -2.86 1.00 -0.84
H -1.77 4.69 -1.86

Properties
Relative energy (zero: lowest compared OMol25 entry of this formula, charge and spin) (kJ/mol): 1090.39
Strongest force on any atom (eV/A): 12.8
Kohn-Sham gap (eV): 9.23
Highest occupied orbital energy (eV): -8.9

Record 2
The following is a DFT calculation (ωB97M-V with the def2-TZVPD basis set) of a 2-piece molecular cluster, C4H8O2 overall.

CARTESIAN COORDINATES (ANGSTROEM)
C 0.30 -1.36 -1.91
C -0.65 -1.62 -0.95
C -0.22 0.01 0.47
O 0.69 0.60 -0.19
O -0.55 0.55 1.61
C 0.06 1.78 2.05
H 1.22 -1.95 -1.93
H 0.02 -0.86 -2.83
H 0.77 -0.06 -1.05
H -1.68 -1.30 -1.09
H -0.52 -2.40 -0.21
H 0.03 1.76 3.14
H 1.08 1.86 1.68
H -0.54 2.62 1.68

Properties
Relative energy (zero: lowest compared OMol25 entry of this formula, charge and spin) (kJ/mol): 403.04
Strongest force on any atom (eV/A): 0.3
Kohn-Sham gap (eV): 9.12
Highest occupied orbital energy (eV): -8.2

Record 3
The following is a DFT calculation (ωB97M-V with the def2-TZVPD basis set) of C2H7IN3 as an isolated structure at a distorted geometry.

CARTESIAN COORDINATES (ANGSTROEM)
C -0.75 1.21 0.27
C 0.77 -0.65 -0.07
N 0.01 -0.02 0.74
N 1.34 -1.82 -0.01
N -1.34 1.03 -0.97
I 0.02 -0.61 2.72
H -1.50 1.60 1.11
H 0.12 1.98 0.28
H 1.04 -0.18 -1.04
H 1.14 -2.50 0.70
H 2.10 -2.14 -0.67
H -2.29 1.03 -1.32
H -0.67 1.09 -1.73

Properties
Net charge: +1
Relative energy (zero: lowest compared OMol25 entry of this formula, charge and spin) (kJ/mol): 68.28
Strongest force on any atom (eV/A): 3.3
Kohn-Sham gap (eV): 9.04
Highest occupied orbital energy (eV): -13.9

Record 4
The following is a DFT calculation (ωB97M-V with the def2-TZVPD basis set) of a 16-piece molecular cluster, H32O16 overall at a distorted geometry.

CARTESIAN COORDINATES (ANGSTROEM)
O 3.19 9.38 -17.25
H 3.42 10.36 -17.18
H 3.36 8.93 -16.42
O 5.31 11.74 -14.40
H 5.58 10.91 -14.87
H 4.38 11.61 -14.22
O -0.11 13.90 -18.01
H -0.65 14.65 -17.83
H 0.05 13.63 -17.10
O 1.54 11.63 -18.99
H 1.29 12.24 -18.27
H 2.47 11.44 -19.09
O 3.97 12.04 -17.01
H 4.17 12.60 -16.20
H 4.49 12.41 -17.67
O 0.77 11.45 -12.57
H 0.63 10.63 -12.11
H 0.13 11.45 -13.32
O 0.74 9.82 -16.33
H 0.90 10.45 -15.65
H 1.53 9.75 -16.86
O -1.44 14.13 -12.56
H -1.34 13.55 -11.81
H -0.77 13.89 -13.20
O 2.78 10.89 -14.20
H 1.98 10.98 -13.75
H 2.89 9.94 -14.19
O 2.42 15.11 -17.92
H 2.81 15.06 -18.78
H 1.56 14.65 -17.99
O -1.04 11.37 -14.58
H -1.97 11.16 -14.51
H -1.01 12.11 -15.16
O -1.34 11.16 -17.85
H -1.98 10.49 -17.86
H -0.67 10.98 -17.22
O 1.17 14.36 -13.82
H 2.03 14.66 -13.48
H 0.79 15.10 -14.28
O 3.78 14.64 -15.75
H 3.30 15.24 -15.17
H 3.39 14.81 -16.63
O 1.06 12.71 -15.91
H 1.03 13.32 -15.20
H 1.91 12.29 -15.59
O -1.41 14.49 -15.47
H -1.75 15.34 -15.09
H -2.01 14.20 -16.18

Properties
Relative energy (zero: lowest compared OMol25 entry of this formula, charge and spin) (kJ/mol): 461.10
Strongest force on any atom (eV/A): 3.3
Kohn-Sham gap (eV): 10.06
Highest occupied orbital energy (eV): -10.3

Record 5
The following is a DFT calculation (ωB97M-V with the def2-TZVPD basis set) of one molecule with the formula C6H6O3 at a distorted geometry.

CARTESIAN COORDINATES (ANGSTROEM)
O -2.75 1.17 0.16
C -2.10 1.17 1.29
C -1.53 0.06 2.19
C -0.85 -0.23 1.16
C -0.12 -0.78 0.07
C 0.18 0.06 -1.20
C 1.26 -0.20 -0.22
O 1.72 0.89 0.49
O 2.22 -1.17 -0.48
H -2.61 0.40 -0.44
H -0.20 -1.85 -0.09
H -0.21 1.07 -1.23
H 0.21 -0.48 -2.13
H 1.86 0.64 1.41
H 2.94 -0.76 -0.98

Properties
Relative energy (zero: lowest compared OMol25 entry of this formula, charge and spin) (kJ/mol): 671.14
Strongest force on any atom (eV/A): 2.2
Kohn-Sham gap (alpha / beta) (eV): 7.51 / 7.51
Highest occupied orbital energy (alpha / beta) (eV): -7.6 / -7.6

Record 6
The following is a DFT calculation (ωB97M-V with the def2-TZVPD basis set) of one molecule with the formula C3H5N3O at a distorted geometry.

CARTESIAN COORDINATES (ANGSTROEM)
H -1.25 0.72 -1.50
N -1.31 1.18 -0.48
N -1.21 0.53 0.53
C -0.82 -0.89 0.40
C 0.73 -0.75 0.41
N 1.13 0.26 -0.41
C 1.43 1.42 -0.52
O 1.66 2.52 -0.67
H -1.20 -1.18 -0.60
H -1.15 -1.45 1.20
H 0.95 -0.63 1.54
H 1.05 -1.74 0.11

Properties
Relative energy (zero: lowest compared OMol25 entry of this formula, charge and spin) (kJ/mol): 320.08
Strongest force on any atom (eV/A): 4.5
Kohn-Sham gap (eV): 9.67
Highest occupied orbital energy (eV): -8.9